No. 1
This record from the OMol25 dataset describes the molecule C4H5N3O at a distorted geometry. The level of theory is wB97M-V/def2-TZVPD.

Last column: Mulliken charge in e.
Element x y z (Å)
N1 -0.334 0.000 1.655  -0.6473
C1 -0.096 1.316 0.896  -0.3429
C2 0.268 0.679 -0.515  0.2913
N2 -0.645 0.538 -1.561  -0.4837
C3 -0.481 -0.838 -2.183  0.0468
N3 0.336 -1.673 -1.588  -0.4028
C4 0.916 -0.872 -0.567  0.6970
O1 1.469 -1.398 0.419  -0.5317
H1 0.634 -0.428 1.813  0.2286
H2 -0.718 0.149 2.657  0.2646
H3 0.801 1.949 1.171  0.2500
H4 -0.961 2.073 0.726  0.3280
H5 -1.189 -1.496 -2.925  0.3023

Summary:
- HOMO: -9.993 eV
- Multiplicity: 1
- E: -10742.5773 eV
- SMILES string: NCC1=NC=NC1=O

=====

No. 2
This record from the OMol25 dataset describes the molecule C4H5N3O at a distorted geometry. The level of theory is wB97M-V/def2-TZVPD.

Last column: Mulliken charge in e.
Element x y z (Å)
C1 -0.605 -0.055 -0.733  -0.3861
C2 -0.336 -1.246 -1.352  -0.3056
C3 0.062 0.448 0.410  1.1940
C4 -0.470 1.888 0.916  -1.3625
N1 0.612 -2.145 -0.838  -0.3752
N2 1.031 -0.081 1.070  -0.5968
N3 1.372 -1.931 0.099  0.5417
O1 2.263 -2.515 0.663  -0.4965
H1 -1.277 0.676 -1.153  0.2554
H2 -0.961 -1.576 -2.231  0.3546
H3 -1.416 1.997 0.573  0.4244
H4 -0.443 1.920 1.954  0.4055
H5 0.167 2.619 0.624  0.3472

Summary:
- HOMO (spin up / spin down): -9.275 / -8.973 eV
- Multiplicity: 1
- E: -10740.8777 eV

=====

No. 3
This record from the OMol25 dataset describes a structure of composition C4H5N3O at a distorted geometry. The level of theory is wB97M-V/def2-TZVPD.

Last column: Mulliken charge in e.
Element x y z (Å)
N1 -1.953 0.826 1.200  -0.6399
C1 -1.132 -0.203 1.177  0.4021
C2 0.012 -0.245 0.232  0.4315
N2 0.223 -1.303 -0.550  -0.7005
N3 1.316 -1.008 -1.239  0.2600
C3 1.768 0.246 -1.012  -0.6030
C4 0.900 0.810 -0.100  -0.2180
H1 1.692 -1.685 -1.892  0.2253
H2 2.597 0.661 -1.577  0.4092
H3 0.866 1.851 0.206  0.2971
O1 -1.924 -1.246 1.178  -0.5850
H4 -1.471 1.719 1.182  0.1797
H5 -2.893 -0.422 1.195  0.5417

Summary:
- HOMO: -9.353 eV
- Multiplicity: 1
- E: -10743.8756 eV

=====

No. 4
This record from the OMol25 dataset describes a structure of composition C4H5N3O at a distorted geometry. The level of theory is wB97M-V/def2-TZVPD.

Last column: Mulliken charge in e.
Element x y z (Å)
C1 0.041 1.450 0.930  -0.3877
C2 0.756 0.105 0.993  -0.4502
C3 -0.440 -1.517 -1.723  -0.1423
C4 -0.866 0.075 -0.565  0.6364
H1 -0.378 1.821 1.787  0.3741
H2 0.841 1.998 0.147  0.2606
H3 0.288 -0.573 1.965  0.2492
H4 1.791 0.380 1.262  0.3446
H5 -0.701 -2.268 -2.273  0.5254
N1 0.516 -0.245 -0.393  0.2357
N2 0.607 -1.609 -0.822  -0.6977
N3 -1.303 -0.605 -1.594  -0.6029
O1 -1.152 0.988 0.286  -0.3452

Summary:
- HOMO: -8.893 eV
- Multiplicity: 1
- E: -10742.5818 eV

=====

No. 5
This record from the OMol25 dataset describes the molecule C4H5N3O at a distorted geometry. The level of theory is wB97M-V/def2-TZVPD.

Last column: Mulliken charge in e.
Element x y z (Å)
C1 1.636 -0.607 -0.092  0.0925
N1 2.060 0.583 -0.292  -0.4299
N2 1.439 1.657 0.221  -0.4193
C2 0.161 1.753 0.168  -0.2011
C3 -0.652 0.540 0.032  0.7780
C4 0.249 -0.864 0.399  -0.8342
N3 -1.785 0.418 -0.928  -0.5092
O1 -1.974 0.473 0.520  -0.3438
H1 2.137 -1.525 -0.447  0.3427
H2 -0.433 2.614 0.412  0.4345
H3 -0.320 -1.589 -0.044  0.4038
H4 0.077 -0.931 1.414  0.3843
H5 -1.876 1.382 -1.354  0.3016

Summary:
- HOMO: -9.559 eV
- Multiplicity: 1
- E: -10741.4461 eV
- SMILES string: C1=NN=C[C@]2(C1)NO2

=====

No. 6
This record from the OMol25 dataset describes a structure of composition C4H5N3O at a distorted geometry. The level of theory is wB97M-V/def2-TZVPD.

Last column: Mulliken charge in e.
Element x y z (Å)
C1 2.140 -0.177 -0.016  -0.9018
C2 0.668 0.035 0.253  0.7707
C3 -0.380 -0.742 0.005  -0.4766
C4 -1.671 -0.070 0.018  0.4671
H1 2.027 -1.257 -0.707  0.2489
H2 2.786 -0.432 1.157  0.2323
H3 2.876 0.620 -0.698  0.2850
H4 0.018 -1.756 -0.231  0.2144
H5 -3.459 -0.051 -0.292  0.3125
N1 -2.845 -0.720 0.334  -0.6170
N2 -1.756 1.170 -0.216  -0.1425
N3 -0.871 2.006 0.096  -0.1357
O1 0.467 1.375 0.297  -0.2574

Summary:
- HOMO: -9.170 eV
- Multiplicity: 1
- E: -10739.8486 eV

=====

Values for energy above the lowest of the compared OMol25 structures with the same formula, charge and spin, kJ/mol, ordered as above
486.0; 650.0; 360.8; 485.6; 595.2; 749.3